(1)
Here is a molecular structure, C18H43MgO12S5 in a non-equilibrium geometry from the Open Molecules 2025 dataset. Energies are from ωB97M-V/def2-TZVPD.

Last column: Mulliken charge in e.
Geometry (Å):
Mg 8.3383 -0.1853 14.0512  0.6857
O 9.0056 1.4792 14.0710  -0.1603
H 9.3487 2.2411 13.5646  -0.0684
C 7.0083 4.0641 10.9537  -1.6195
C 5.9079 3.0543 11.1592  1.3453
C 5.5584 2.9103 12.6325  0.4500
O 4.2768 2.4452 12.4570  -0.2559
C 3.8188 2.8968 11.3469  0.4747
O 2.5941 3.0962 11.1549  -0.6486
O 4.7373 3.3908 10.4726  -0.3875
H 7.3734 4.0801 9.9269  0.4646
H 7.9005 3.8412 11.5388  0.2071
H 6.7409 5.0869 11.2193  0.3776
H 6.2188 2.1237 10.6846  -0.3429
H 5.6610 3.8594 13.1588  0.2464
H 6.2388 2.1758 13.0635  -0.3273
C 6.5657 7.6635 14.6143  -1.3467
C 7.8298 6.6896 14.8850  0.5324
C 8.3520 5.7882 13.7748  0.7243
O 9.7547 6.1229 13.6725  -0.3098
C 10.0066 6.9553 14.7916  0.4033
O 11.1286 7.3155 15.1368  -0.5684
O 8.9150 7.4214 15.2221  -0.3353
H 6.3781 8.0787 13.6241  0.3690
H 6.6158 8.5580 15.2350  0.4245
H 5.6368 7.2771 15.0338  0.3599
H 7.7011 5.9018 15.6273  0.2181
H 7.6959 5.9889 12.9277  -0.2064
H 8.2368 4.7421 14.0588  -0.3001
C 10.4625 3.1206 18.1513  -0.5199
S 11.5329 4.4689 17.6105  0.5195
O 12.8553 4.0063 18.0557  -0.6358
C 11.5411 3.9833 15.8002  -0.7301
H 10.0230 3.1819 19.1468  0.4397
H 11.0231 2.1951 18.0195  0.3430
H 9.5881 2.9253 17.5305  -0.2460
H 12.3810 4.4461 15.2821  0.4656
H 10.7186 4.3418 15.1814  0.0124
H 11.5707 2.9234 15.5472  0.2580
C 12.1991 2.9306 12.5625  -0.1838
S 12.3756 3.0449 10.7254  0.3992
O 11.2754 2.2361 10.1558  -0.5598
C 11.8683 4.8397 10.4877  -0.7814
H 11.6350 3.7453 13.0166  -0.2396
H 13.2210 3.1619 12.8633  0.5370
H 11.7748 2.0339 13.0143  -0.0691
H 12.4763 5.7440 10.4613  0.3827
H 10.8843 5.0087 10.9250  0.0779
H 11.5700 4.6672 9.4536  0.3863
C 7.3642 -2.1682 10.6850  -0.7852
S 6.3661 -1.2436 11.8681  0.3720
O 7.2413 -0.1260 12.4505  -0.1438
C 5.1245 -0.5292 10.6406  -1.1381
H 8.3397 -2.4313 11.0939  -0.0279
H 7.4532 -1.6859 9.7116  0.3362
H 6.8173 -3.0659 10.3965  0.4983
H 4.2071 -0.0856 11.0274  0.3976
H 4.5915 -1.2711 10.0460  0.5009
H 5.5424 0.2000 9.9464  0.3828
C 5.8458 2.7537 16.0041  -0.5753
S 5.7523 0.8998 16.0003  0.2355
O 6.3538 0.4546 14.6368  -0.3481
C 7.1433 0.6054 17.2425  -0.6777
H 6.8373 2.9949 15.6209  -0.1917
H 5.7043 3.1815 16.9966  0.5424
H 4.9852 3.1445 15.4613  0.4279
H 7.3962 -0.4488 17.1291  0.3450
H 6.7802 0.8405 18.2430  0.4143
H 7.9427 1.3131 17.0226  -0.0110
C 11.7514 -2.4420 11.7730  -1.0624
S 11.1493 -0.8437 12.4442  0.7069
O 9.5970 -1.0331 12.6307  -0.5778
C 12.0139 -0.8337 14.0346  -0.6015
H 12.1080 -3.0663 12.5922  0.3295
H 12.5911 -2.2653 11.1008  0.3779
H 10.9319 -2.9818 11.2986  0.3212
H 13.0358 -1.2121 14.0093  0.4316
H 11.2889 -1.2905 14.7082  0.2837
H 12.0074 0.2109 14.3458  -0.0249

Net charge   +1
HOMO energy   -0.406 hartree
Relative energy (zero: lowest compared OMol25 entry of this formula, charge and spin)   148.1 kcal per mole
Molecular weight   636.17 g/mol
LUMO energy   -3.421 eV

=====

(2)
Here is a molecular structure, C16H23N5O5V in a non-equilibrium geometry from the Open Molecules 2025 dataset. Energies are from ωB97M-V/def2-TZVPD.

Last column: Mulliken charge in e.
Geometry (Å):
V 0.0026 -0.7095 0.2876  0.6421
N -0.0594 -0.1381 2.3869  -0.5130
C -0.4927 -1.2116 3.3093  -0.5647
C -0.6631 -2.4790 2.5185  0.2518
O -0.8591 -3.5703 2.9138  -0.3969
N -0.5374 -2.2480 1.0566  0.4291
C -0.8500 -3.4306 0.2439  -0.3314
C -0.7391 -3.0016 -1.1936  0.2209
O -0.9902 -3.4900 -2.2075  -0.2728
O -0.2032 -1.5943 -1.1357  -0.3177
H 0.8610 0.2104 2.6549  0.3223
H -0.6815 0.6642 2.4701  0.3303
H -1.4465 -0.9612 3.7751  0.3850
H 0.2278 -1.3794 4.1093  0.4197
H -1.8587 -3.8000 0.4446  0.4980
H -0.1536 -4.2466 0.4563  0.4396
O -0.7729 0.8539 -0.1209  -0.5573
C -1.7882 1.5523 -0.6789  0.4015
C -3.1098 0.8816 -0.8079  -0.4280
C -4.3016 1.8343 -0.5979  -0.9164
C -4.6457 2.6574 -1.8408  -0.7023
C -3.4234 3.1478 -2.6115  -0.5594
C -2.3468 3.7693 -1.7440  -0.6613
N -1.4920 2.7514 -1.0302  -0.0812
H -3.1245 0.0658 -0.0830  0.3011
H -3.1470 0.4187 -1.8019  0.4040
H -4.0907 2.4816 0.2576  0.3500
H -5.1550 1.2237 -0.3063  0.4166
H -5.2454 3.5133 -1.5299  0.3633
H -5.2711 2.0686 -2.5121  0.3303
H -3.7299 3.9178 -3.3208  0.3984
H -2.9767 2.3596 -3.2249  0.3041
H -2.7427 4.4348 -0.9752  0.3407
H -1.6281 4.3288 -2.3398  0.4301
H -0.5470 3.0588 -0.8203  0.3363
N 7.0419 -1.5509 0.5802  -0.3304
C 6.2483 -0.6369 0.0034  0.1937
O 6.6031 0.3592 -0.5778  -0.5169
C 4.7377 -0.8125 0.1655  0.8146
C 4.0958 -1.4586 1.2222  -0.9263
C 2.7239 -1.4401 1.2948  0.0309
N 1.9737 -0.8224 0.3487  0.2393
C 2.5931 -0.2217 -0.7033  -0.2608
C 3.9581 -0.1787 -0.8025  -0.6671
H 8.0406 -1.4289 0.4830  0.2685
H 6.7144 -2.4260 0.9498  0.1852
H 4.6478 -1.9552 2.0097  0.4237
H 2.1957 -1.9280 2.1029  0.4460
H 1.9596 0.2256 -1.4615  0.5492
H 4.4479 0.3412 -1.6165  0.5372

Net charge   +3
HOMO energy   -0.659 hartree
Relative energy (zero: lowest compared OMol25 entry of this formula, charge and spin)   12.6 kcal per mole
Molecular weight   416.33 g/mol
LUMO energy   -12.721 eV

=====

(3)
Here is C5H8O in the gas phase in a non-equilibrium geometry from the Open Molecules 2025 dataset. Energies are from ωB97M-V/def2-TZVPD.

Last column: Mulliken charge in e.
Geometry (Å):
C 0.9312 1.1379 -1.2044  -0.6748
C -0.0820 0.7495 -0.4383  -0.2865
C -0.8737 -0.4728 -0.7883  -0.3311
O -1.3672 -1.2041 0.3696  -0.3733
C -0.6257 -0.8581 1.4610  -0.0443
C 0.6764 -0.5922 1.3297  -0.6743
H 1.1623 2.1881 -1.3007  0.2560
H 1.5451 0.4258 -1.7550  0.2401
H -0.5678 1.4491 0.2397  0.3588
H -1.7359 -0.0755 -1.3446  0.2900
H -0.3056 -1.1378 -1.4524  0.3117
H -1.1984 -0.6462 2.3643  0.3478
H 1.2037 0.0659 2.0080  0.2736
H 1.2374 -1.0295 0.5115  0.3063

Net charge   0
HOMO energy   -0.307 hartree
Relative energy (zero: lowest compared OMol25 entry of this formula, charge and spin)   71.2 kcal per mole
Molecular weight   84.12 g/mol
LUMO energy   1.148 eV

=====

(4)
Here is a molecular structure, C3H3NO in a non-equilibrium geometry from the Open Molecules 2025 dataset. Energies are from ωB97M-V/def2-TZVPD.

Last column: Mulliken charge in e.
Geometry (Å):
C -0.7093 -0.7920 -0.5761  -0.1662
C 0.5938 -0.4133 -0.8154  -0.2373
C 0.0870 0.5787 0.8700  0.0883
H -1.1151 -1.8078 -0.9791  0.2641
H 1.3787 -0.7575 -1.3289  0.4594
H -0.0788 1.4192 1.6511  0.2841
N -1.0923 -0.0222 0.5470  -0.4851
O 0.9541 0.6326 -0.0054  -0.2074

Net charge   0
HOMO energy   -0.346 hartree
Relative energy (zero: lowest compared OMol25 entry of this formula, charge and spin)   40.8 kcal per mole
Molecular weight   69.06 g/mol
LUMO energy   0.938 eV

=====

(5)
Here is a molecular structure, C6H9IS in a non-equilibrium geometry from the Open Molecules 2025 dataset. Energies are from ωB97M-V/def2-TZVPD.

Last column: Mulliken charge in e.
Geometry (Å):
C 0.5309 -1.0689 0.1691  -0.5965
C 0.0159 -0.7572 -0.9865  -1.0849
C 0.4176 -0.0861 1.2853  0.4477
C -0.6317 0.5176 -1.1894  0.5315
C 1.7192 0.1140 2.1123  -1.1860
C -2.0841 0.5929 -1.6595  -1.0185
S -0.2802 1.3030 0.3920  -0.1826
I 0.5784 1.6343 -2.6509  0.0436
H 0.9894 -2.0405 0.2980  0.3555
H 0.0880 -1.4305 -1.7594  0.5476
H -0.2165 -0.5096 2.1106  0.2194
H 2.6591 0.3322 1.5882  0.3167
H 1.8511 -0.9531 2.4722  0.3121
H 1.6859 0.7074 3.0296  0.3359
H -2.6386 1.3243 -1.0161  0.2905
H -2.4143 -0.4267 -1.4504  0.3454
H -2.2703 0.7469 -2.7452  0.3224

Net charge   0
HOMO energy   -0.309 hartree
Relative energy (zero: lowest compared OMol25 entry of this formula, charge and spin)   0.9 kcal per mole
Molecular weight   240.11 g/mol
LUMO energy   0.308 eV

=====

Number 1: total energy -3805.16809 Eh, gap between HOMO and LUMO 7.6 eV. Number 2: total energy -2216.51993 Eh, gap between HOMO and LUMO 5.2 eV. Number 3: total energy -270.44451 Eh, gap between HOMO and LUMO 9.5 eV. Number 4: total energy -246.02660 Eh, gap between HOMO and LUMO 10.4 eV. Number 5: total energy -929.85539 Eh, gap between HOMO and LUMO 8.7 eV.